{
  "formula": "C15H24N8O2STi",
  "method": "wB97M-V/def2-TZVPD",
  "elements": ["Ti", "N", "C", "S", "N", "N", "C", "C", "C", "C", "C", "C", "C", "O", "H", "H", "H", "H", "H", "H", "H", "C", "N", "C", "C", "N", "N", "C", "N", "N", "H", "H", "H", "H", "H", "H", "H", "H", "H", "H", "H", "C", "C", "C", "O", "H", "H", "H", "H", "H", "H"],
  "positions_angstrom": [[-0.86615, 0.58802, -0.07970], [-2.07809, 4.88081, -0.77603], [-1.90949, 3.58544, -0.36494], [-1.48106, 2.42267, -1.60367], [-2.04770, 3.35375, 0.90106], [-1.80106, 2.05312, 1.26786], [-2.05141, 1.76217, 2.48954], [-1.97741, 0.43704, 3.05357], [-2.02758, 0.31340, 4.44947], [-2.04068, -0.91000, 5.07793], [-2.03642, -2.06687, 4.29503], [-2.01159, -1.97371, 2.92197], [-1.96438, -0.73346, 2.25883], [-1.93711, -0.71876, 0.94112], [-2.28090, 5.01536, -1.75048], [-2.54203, 5.49160, -0.12346], [-2.37609, 2.57055, 3.14549], [-2.05204, 1.22320, 5.03968], [-2.06524, -0.97294, 6.15737], [-2.05771, -3.04138, 4.76681], [-2.01275, -2.86282, 2.30273], [2.43336, -0.41311, -4.57010], [2.39420, -0.50320, -3.11167], [3.46147, 0.24907, -2.47272], [1.15714, -0.45062, -2.48439], [0.84931, 0.30960, -1.51525], [0.26923, -1.40296, -2.97984], [-1.02513, -1.62910, -2.53881], [-1.59166, -2.72130, -3.17081], [-1.58335, -0.93695, -1.63066], [3.37198, -0.83479, -4.92711], [2.37055, 0.62891, -4.90403], [1.61242, -0.96356, -5.01990], [4.40788, -0.06367, -2.91042], [3.48499, 0.03313, -1.40503], [3.35654, 1.33170, -2.61974], [1.56548, 0.99304, -1.29581], [0.71299, -2.20324, -3.40066], [-1.38871, -2.82304, -4.15292], [-2.55914, -2.88531, -2.94495], [-2.53666, -1.22373, -1.43677], [2.79786, 0.34643, 2.20665], [1.72113, -0.07795, 1.25933], [1.63910, -1.52796, 0.85690], [0.65596, 0.69177, 1.14487], [3.74444, -0.14869, 1.98414], [2.52334, 0.09285, 3.24311], [2.94080, 1.42720, 2.16125], [2.03989, -2.17420, 1.64506], [2.20193, -1.75349, -0.05927], [0.58958, -1.78401, 0.67935]],
  "forces_ev_per_angstrom": [[0.3, 0.0, 0.2], [0.0, 0.0, -0.1], [0.1, -0.1, 0.1], [0.0, 0.1, 0.1], [-0.1, 0.3, 0.1], [0.1, -0.6, -0.3], [-0.1, 0.3, 0.0], [0.0, -0.3, 0.0], [0.0, 0.1, 0.0], [0.0, -0.1, 0.0], [0.0, 0.1, 0.0], [0.0, -0.1, -0.1], [-0.1, 0.0, 0.2], [0.0, 0.1, -0.1], [0.0, 0.0, 0.0], [0.0, 0.0, 0.0], [0.0, 0.0, 0.0], [0.0, 0.0, 0.0], [0.0, 0.0, 0.0], [0.0, 0.0, 0.0], [0.0, 0.0, 0.0], [0.0, 0.0, 0.0], [0.0, 0.0, 0.0], [0.0, 0.0, 0.0], [0.1, 0.0, 0.0], [-0.2, -0.1, 0.1], [-0.1, 0.0, 0.0], [0.0, 0.0, 0.0], [0.0, 0.0, 0.0], [0.1, 0.2, 0.2], [0.0, 0.0, 0.0], [0.0, 0.0, 0.0], [0.0, 0.0, 0.0], [0.0, 0.0, 0.0], [0.0, 0.0, 0.0], [0.0, 0.0, 0.0], [0.0, 0.0, 0.0], [0.0, 0.0, 0.0], [0.0, 0.0, 0.0], [0.0, 0.0, 0.0], [0.0, 0.0, 0.0], [-0.3, 0.1, -0.1], [0.5, -0.3, -0.2], [-0.1, 0.4, 0.1], [-0.5, 0.1, -0.2], [0.0, 0.0, 0.0], [0.1, 0.0, 0.0], [0.0, 0.0, 0.0], [0.0, -0.1, 0.0], [0.0, -0.1, 0.0], [0.0, -0.1, 0.0]],
  "lowdin_spin": [1.0135, 0.0001, 0.0041, 0.0061, -0.0003, 0.0062, 0.0056, 0.0011, 0.0010, -0.0006, 0.0007, -0.0006, 0.0046, 0.0171, 0.0003, 0.0000, 0.0008, 0.0001, -0.0001, 0.0001, 0.0001, 0.0016, 0.0051, 0.0037, 0.0140, 0.0102, 0.0064, 0.0049, 0.0012, 0.0070, 0.0000, 0.0002, 0.0001, 0.0001, 0.0047, 0.0002, 0.0039, 0.0006, 0.0003, 0.0000, 0.0005, 0.0732, 0.4758, 0.0755, 0.1709, 0.0051, 0.0280, 0.0054, 0.0143, 0.0227, 0.0043],
  "gap_ev": [5.10, 7.27],
  "multiplicity": 3,
  "s_squared": 2.008
}